No. 1
DFT (ωB97M-V/def2-TZVPD) results for a 2-piece molecular cluster, C5H11O6S2 overall.

CARTESIAN COORDINATES (ANGSTROEM)
1 O 2.159354 -3.558266 0.188533
2 S 1.413032 -2.421033 0.601557
3 O 2.281378 -1.150432 0.102857
4 C 1.941903 0.094682 0.765954
5 C 0.726410 0.806605 0.233944
6 C -0.474997 -0.102507 0.104972
7 C -1.734346 0.702249 -0.190514
8 S -2.769751 0.796267 1.251785
9 O -2.299553 1.862070 2.066124
10 O -2.940011 -0.482199 1.859354
11 C -0.126369 -1.101903 -1.004670
12 O 0.163325 -2.405430 -0.468897
13 H 1.901196 -0.052511 1.843004
14 H 2.781273 0.750625 0.580181
15 H 0.952192 1.136778 -0.797430
16 H 0.529306 1.669374 0.864617
17 H -0.624308 -0.618968 1.051020
18 H -2.329364 0.240223 -0.970364
19 H -1.494411 1.721249 -0.456569
20 H -3.988086 1.129530 0.755829
21 H -0.942761 -1.214380 -1.704639
22 H 0.708135 -0.714880 -1.580024
23 O 1.644496 1.287680 -2.453954
24 H 2.521956 1.625179 -2.642668

Atoms 1-6, force components in eV/Å:
O 0.920 -1.360 -0.206
S -0.713 0.792 0.154
O -0.441 -0.016 0.206
C 0.389 0.613 -0.006
C -0.153 0.004 -0.338
C 0.236 0.120 0.307

Calculated values
- Energy above the lowest of the compared OMol25 structures with the same formula, charge and spin: 91.5 kJ/mol
- Frontier orbital gap: 5.824 eV
- Charge: -1
- LUMO energy: 2.46 eV

---

No. 2
DFT (ωB97M-V/def2-TZVPD) results for an isolated ion of composition C15H22FN4O3 and charge +1.

CARTESIAN COORDINATES (ANGSTROEM)
1 C 0.725981 3.347422 2.365343
2 C 0.438298 1.844701 1.689467
3 C 1.925911 1.210200 1.386730
4 C 2.042363 -0.410319 1.601873
5 N 0.730655 -1.126352 1.833278
6 C 0.829969 -2.571718 1.325523
7 N 0.498192 -3.550559 2.255178
8 C 0.583593 -5.037463 1.927058
9 C -0.727364 -5.502783 1.017752
10 O -0.724842 -6.573765 0.192476
11 F -1.948442 -4.628204 1.181689
12 N 1.304950 -2.858510 -0.088456
13 N 0.251257 -3.089558 -0.962065
14 C 1.907903 -1.526569 -0.558987
15 O 2.824356 -0.971815 0.450736
16 O -0.461436 1.892465 0.527224
17 C -0.181348 3.033024 -0.357974
18 C -1.039990 2.733166 -1.762044
19 C -1.164370 1.178558 -2.317502
20 C -2.058652 0.863533 -3.686544
21 C -2.822132 2.094652 -4.466267
22 C -2.641916 3.620669 -3.891540
23 C -1.771513 3.976858 -2.548387
24 H -0.297625 3.940148 2.414980
25 H 1.114877 3.247479 3.487485
26 H 1.501011 3.962527 1.741762
27 H -0.157530 1.255953 2.540285
28 H 2.262473 1.586103 0.313968
29 H 2.700017 1.701246 2.151474
30 H 2.713169 -0.610133 2.565176
31 H 0.640321 -1.197954 2.884081
32 H 0.200146 -3.306485 3.239097
33 H 1.614782 -5.316772 1.433684
34 H 0.520019 -5.687962 2.923052
35 H 0.276525 -2.451229 -1.796709
36 H 0.440763 -4.051939 -1.372419
37 H 2.400464 -1.740463 -1.604528
38 H 1.080416 -0.696504 -0.753666
39 H -0.626685 4.068151 0.036458
40 H 0.942678 3.157193 -0.666316
41 H -0.617745 0.320441 -1.736978
42 H -2.136556 -0.257858 -4.022776
43 H -3.477869 1.862556 -5.413369
44 H -3.182279 4.517303 -4.453218
45 H -1.688320 5.103976 -2.168848

Atoms 1-6, force components in eV/Å:
C -0.742 -0.063 0.196
C 0.484 1.123 1.780
C -0.290 0.579 0.470
C 2.276 1.477 -0.238
N 1.621 -4.460 -0.514
C -0.710 1.325 2.026

Calculated values
- Energy above the lowest of the compared OMol25 structures with the same formula, charge and spin: 680.1 kJ/mol
- Frontier orbital gap: 5.923 eV
- SMILES: C[C@H](C[C@H]1NC(NCC(=O)F)=[N+](N)CO1)OCc1ccccc1
- Charge: +1
- LUMO energy: -4.60 eV

---

No. 3
DFT (ωB97M-V/def2-TZVPD) results for C14H28O4P2SSr as an isolated structure.

CARTESIAN COORDINATES (ANGSTROEM)
1 Sr -0.262195 0.087074 0.079988
2 H 2.914124 -0.575974 -1.528293
3 H 2.664978 -1.286224 -1.521171
4 P 0.685145 2.563409 -0.223118
5 P -1.071905 -2.456292 -0.149575
6 C -0.982628 -3.294473 1.437581
7 H -1.575039 -4.217530 1.330127
8 H 0.079063 -3.491281 1.689757
9 H -1.380645 -2.625728 2.235356
10 C -2.825775 -2.209154 -0.591542
11 H -2.893104 -1.687710 -1.569991
12 H -3.250104 -3.226138 -0.627030
13 H -3.340687 -1.575541 0.163569
14 C -0.259434 -3.429945 -1.431449
15 H 0.800292 -3.587713 -1.138927
16 H -0.840845 -4.363160 -1.499949
17 H -0.259915 -2.843239 -2.377158
18 C -0.864666 3.490264 -0.503375
19 H -0.567748 4.547516 -0.605474
20 H -1.359662 3.109852 -1.421570
21 H -1.569609 3.321729 0.338785
22 C 1.468651 3.181280 1.284956
23 H 2.439628 2.657077 1.428228
24 H 1.596655 4.269297 1.134551
25 H 0.832535 2.952329 2.172523
26 C 1.766634 2.811614 -1.652488
27 H 1.293998 2.343342 -2.544537
28 H 1.894059 3.901049 -1.758681
29 H 2.723847 2.279784 -1.469930
30 C 1.229145 -0.418180 2.184582
31 O 1.783550 -0.577191 3.161194
32 H -1.137811 0.405558 -2.385723
33 C 0.221574 2.072807 8.279486
34 C -0.429157 1.797105 6.924149
35 C -1.088715 0.601459 6.718488
36 C -1.705964 0.289857 5.496332
37 C -1.635712 1.177787 4.425093
38 C -1.001098 2.413209 4.609522
39 C -0.401524 2.698920 5.864015
40 S -2.240667 0.496835 2.925754
41 O -1.496492 -0.774190 2.867856
42 O -3.679560 0.375875 3.049920
43 O -1.912647 1.269328 1.696670
44 H -0.501365 2.036352 9.111744
45 H 0.990556 1.325341 8.537072
46 H 0.701794 3.057591 8.310233
47 H -1.122033 -0.108642 7.522927
48 H -2.180757 -0.665435 5.416049
49 H -0.955402 3.144880 3.821642
50 H 0.111440 3.627722 6.051229

Atoms 1-6, force components in eV/Å:
Sr -2.131 0.506 -0.501
H -0.134 -0.304 0.021
H 0.086 0.318 0.012
P -0.038 -0.429 -0.246
P 0.460 0.616 -0.019
C -0.373 -0.762 0.295

Calculated values
- Frontier orbital gap: 6.468 eV
- Charge: 0
- LUMO energy: -0.13 eV

---

No. 4
DFT (ωB97M-V/def2-TZVPD) results for a 2-piece molecular cluster, C3H12N2O overall.

CARTESIAN COORDINATES (ANGSTROEM)
1 N 1.095318 -1.228016 1.299766
2 C 0.715726 -1.903844 0.050328
3 C -0.535413 -1.274083 -0.551437
4 C -0.319330 0.205776 -0.864725
5 N -0.389205 0.453064 -2.326355
6 H 1.425269 -1.904634 1.971396
7 H 0.249552 -0.847485 1.714007
8 H 1.542822 -1.862108 -0.667262
9 H 0.547278 -2.979675 0.177926
10 H -1.352527 -1.539743 0.124974
11 H -0.692559 -1.766733 -1.508625
12 H -0.913090 0.918206 -0.277978
13 H 0.695962 0.457758 -0.603628
14 H -0.740377 1.381732 -2.503864
15 H -1.047450 -0.173538 -2.765303
16 H -0.234221 3.009573 1.024535
17 H 0.342478 2.718550 2.370608
18 O -0.411230 3.165124 1.962146

Atoms 1-6, force components in eV/Å:
N -0.381 -0.057 -0.035
C 0.240 -0.338 -0.208
C 0.669 -0.300 0.045
C 0.239 0.472 -0.438
N -0.302 -0.036 0.335
H 0.258 -0.057 0.081

Calculated values
- Energy above the lowest of the compared OMol25 structures with the same formula, charge and spin: 52.4 kJ/mol
- Frontier orbital gap: 10.169 eV
- SMILES: NCCCN.O
- Charge: 0
- LUMO energy: 0.89 eV

---

No. 5
DFT (ωB97M-V/def2-TZVPD) results for a 4-piece molecular cluster, CH12N2O3 overall.

CARTESIAN COORDINATES (ANGSTROEM)
1 N 1.497167 -1.489210 -0.139617
2 C 1.609651 -0.562559 -1.256162
3 N 0.576022 -0.613746 -2.275339
4 H 0.841350 -1.099995 0.530960
5 H 1.018480 -2.320287 -0.461232
6 H 1.678916 0.472143 -0.912715
7 H 2.557829 -0.766053 -1.761384
8 H 0.845786 -1.043565 -3.146452
9 H -0.328210 -0.937846 -1.937889
10 H -3.075604 1.468136 2.119181
11 H -1.781232 1.872989 1.478763
12 O -2.337229 1.079968 1.610240
13 H 2.147127 2.870401 1.669824
14 H 1.677751 1.534904 2.325875
15 O 1.379347 2.355538 1.917928
16 H -2.462470 -0.239786 0.213385
17 H -3.256021 -1.507871 0.285153
18 O -2.588660 -1.073163 -0.260517

Atoms 1-6, force components in eV/Å:
N -0.552 0.424 0.314
C 0.449 0.036 -0.804
N -0.480 0.075 0.054
H 0.067 0.038 0.100
H 0.202 -0.293 -0.164
H 0.012 -0.169 0.536

Calculated values
- Energy above the lowest of the compared OMol25 structures with the same formula, charge and spin: 56.6 kJ/mol
- Frontier orbital gap: 8.957 eV
- SMILES: NCN.O.O.O
- Charge: 0
- LUMO energy: 0.50 eV

---

No. 6
DFT (ωB97M-V/def2-TZVPD) results for C12H12Br6N2 as an isolated structure.

CARTESIAN COORDINATES (ANGSTROEM)
1 N 0.502324 2.465192 6.433402
2 C -0.094003 1.431099 7.051489
3 C -0.754121 0.379998 6.399962
4 C -0.794662 0.389424 4.980295
5 C -0.134202 1.394916 4.320090
6 C 0.399227 2.371328 5.094308
7 H -0.180176 1.371319 8.188496
8 H -1.491033 -0.203720 6.948682
9 H -1.276074 -0.446950 4.400050
10 H -0.190773 1.523032 3.287627
11 H 0.788388 3.252559 4.635809
12 N 0.247764 -1.095420 -2.534944
13 C 1.294507 -1.028697 -1.655554
14 C 1.101716 -1.187694 -0.292676
15 C -0.163747 -1.268907 0.220067
16 C -1.234387 -1.405145 -0.703740
17 C -0.962180 -1.344131 -2.057943
18 H 2.235914 -1.063291 -2.066213
19 H 1.999063 -1.112093 0.366313
20 H -0.321735 -1.261989 1.366280
21 H -2.200344 -1.548880 -0.351413
22 H -1.757190 -1.386020 -2.725161
23 C 1.191923 -1.762121 -5.763503
24 Br -0.126082 -2.343907 -7.043283
25 Br 1.957475 -0.087048 -6.123961
26 Br 2.629436 -3.062630 -5.597096
27 H 0.764209 -1.734827 -4.720845
28 C -0.589577 1.692627 -4.373678
29 Br -1.623559 0.248050 -4.957611
30 Br -1.311312 2.491458 -2.758956
31 Br -0.340347 2.900841 -5.857573
32 H 0.433555 1.431630 -4.108715

Atoms 1-6, force components in eV/Å:
N -0.933 -1.765 -0.174
C -0.638 -0.601 1.453
C -0.804 0.987 -1.404
C -0.196 -1.912 0.751
C -0.835 -0.626 1.218
C 1.368 2.177 1.053

Calculated values
- Energy above the lowest of the compared OMol25 structures with the same formula, charge and spin: 71.6 kJ/mol
- Frontier orbital gap: 10.028 eV
- Charge: 0
- LUMO energy: 0.10 eV

---

No. 7
DFT (ωB97M-V/def2-TZVPD) results for C5H3N3O5 as an isolated structure.

CARTESIAN COORDINATES (ANGSTROEM)
1 C -1.078044 -0.665166 1.043294
2 C -0.604685 -0.789979 -1.221037
3 C -1.283005 1.206442 -0.253671
4 C 1.086249 -0.745942 0.454756
5 C 0.643156 0.692122 0.143622
6 N -0.182251 -1.419550 0.085371
7 N -0.880384 0.698089 0.974621
8 N -0.231168 0.605724 -1.047540
9 O -1.726217 -1.194811 1.869401
10 O -1.263449 -1.258178 -2.074098
11 O -1.936497 2.170579 -0.471908
12 O 2.121466 -1.239509 -0.283776
13 O 1.321654 1.796038 0.318449
14 H 1.363485 -0.997328 1.591951
15 H 1.902182 -1.326065 -1.179950
16 H 0.747510 2.467531 0.050516

Atoms 1-6, force components in eV/Å:
C 0.347 -1.873 0.536
C 0.820 0.357 1.965
C -0.094 2.112 -0.329
C 0.440 -0.942 1.641
C -2.777 -1.859 0.751
N -0.865 0.003 -0.236

Calculated values
- Energy above the lowest of the compared OMol25 structures with the same formula, charge and spin: 313.2 kJ/mol
- Frontier orbital gap: 10.422 eV
- Charge: 0
- LUMO energy: -0.47 eV

---

No. 8
DFT (ωB97M-V/def2-TZVPD) results for C26H33InN4O3 as an isolated structure.

CARTESIAN COORDINATES (ANGSTROEM)
1 In 1.426761 0.489356 -0.288850
2 C 1.508130 -4.135657 -1.739756
3 C 1.598169 -2.597797 -1.746746
4 C 2.708106 -2.134593 -2.684800
5 C 1.764941 -2.134815 -0.314592
6 C 3.016635 -1.734759 0.250134
7 C 3.152092 -1.555118 1.625730
8 C 2.075105 -1.732353 2.492272
9 C 2.238097 -1.582098 3.973406
10 C 0.825992 -2.064682 1.944261
11 C 0.671027 -2.261460 0.588798
12 H 1.364279 -4.492724 -2.758303
13 H 0.676740 -4.489791 -1.131239
14 H 2.430290 -4.569963 -1.349572
15 H 0.638155 -2.222548 -2.118108
16 H 3.650346 -2.637966 -2.465241
17 H 2.873988 -1.051627 -2.626733
18 H 2.444375 -2.377653 -3.712079
19 H 3.886606 -1.650388 -0.389207
20 H 4.126212 -1.314595 2.032753
21 H 1.883482 -0.598818 4.293266
22 H 3.279273 -1.674865 4.273330
23 H 1.642676 -2.321604 4.506891
24 H -0.019512 -2.219443 2.604520
25 H -0.279932 -2.605901 0.204007
26 O 1.090707 2.517642 -0.787062
27 N 2.101967 3.326801 -0.782094
28 N 3.219047 2.787028 -0.605554
29 O 3.341905 1.499983 -0.368512
30 C 4.415260 3.611031 -0.586615
31 C 5.643013 2.974786 -0.544482
32 C 6.789730 3.754050 -0.561030
33 C 6.692707 5.136068 -0.606930
34 C 5.446784 5.752192 -0.642119
35 C 4.291541 4.991879 -0.626805
36 H 5.698208 1.897047 -0.521479
37 H 7.758587 3.275076 -0.547226
38 H 7.589985 5.739517 -0.607046
39 H 5.372866 6.830272 -0.663259
40 H 3.319216 5.461272 -0.641512
41 C -6.555544 0.798626 -1.023083
42 C -5.324144 -0.038035 -1.340786
43 N -5.052211 -1.079213 -0.349756
44 C -6.000109 -2.199490 -0.243329
45 C -6.843557 -2.127210 1.022656
46 C -3.957702 -1.132265 0.417494
47 O -3.621960 -2.096987 1.093742
48 C -3.040891 0.068404 0.489011
49 C -3.400547 1.303362 1.008963
50 C -2.422370 2.267309 1.213752
51 C -1.108642 1.964460 0.923735
52 N -0.767099 0.767550 0.409697
53 C -1.712503 -0.151360 0.190365
54 H -6.683757 1.553074 -1.799152
55 H -6.456191 1.311526 -0.065331
56 H -7.455717 0.186308 -0.998654
57 H -4.445254 0.598323 -1.433435
58 H -5.472809 -0.532618 -2.303322
59 H -5.418013 -3.120339 -0.222691
60 H -6.628812 -2.193914 -1.132125
61 H -6.208738 -2.192478 1.905190
62 H -7.542192 -2.962590 1.042207
63 H -7.412650 -1.198358 1.064592
64 H -4.432628 1.508967 1.263774
65 H -2.671277 3.242258 1.607472
66 H -0.313434 2.667761 1.112211
67 H -1.404805 -1.095851 -0.225614

Atoms 1-6, force components in eV/Å:
In -0.054 0.036 0.368
C 0.019 0.094 0.013
C 0.118 -0.286 -0.102
C -0.113 0.066 0.096
C -0.356 1.083 -0.092
C -0.177 0.289 -0.042

Calculated values
- Energy above the lowest of the compared OMol25 structures with the same formula, charge and spin: 54.6 kJ/mol
- Frontier orbital gap: 5.616 eV
- Charge: +2
- LUMO energy: -8.47 eV

---

Calculated largest force on an atom in order - 1.7; 10.7; 2.8; 0.7; 1.4; 3.9; 3.4; 1.1 eV/A